No. 1
67
Properties=species:S:1:pos:R:3:forces:R:3 method="wB97M-V/def2-TZVPD" relative_energy_kj_mol=0.0 e_lumo_ev=-2.7 largest_force_ev_per_a=3.5 orbital_gap_ha=0.23836 energy_ev=-97189.45958 total_charge=+1
C 1.439500 -1.806500 0.448100 -0.3737 -0.4966 -0.6851
C 1.950900 -1.132600 -0.711300 0.0894 -0.7766 -0.4874
C 0.997800 -1.327700 -1.797000 0.5250 -0.4644 0.7921
C -0.093800 -2.082800 -1.293100 0.5819 -0.3681 0.7217
C 0.136700 -2.330100 0.120700 0.7697 -0.9014 -0.7070
Hf 0.000000 0.000000 0.000000 -1.3594 1.5915 0.6466
C -1.925400 1.739900 -1.777800 -0.2236 0.0785 0.1771
C -1.863000 1.187000 -0.337300 -0.1733 0.9016 0.0642
H -1.993900 1.970700 0.423000 -0.2349 -0.2170 -0.3682
C -2.198800 -0.159000 0.076800 -0.4800 -0.6536 -0.0919
H -2.609800 -0.858900 -0.663000 -0.0399 0.3166 0.3892
H -2.621300 -0.303600 1.079900 -0.0293 0.0746 -0.4031
C -2.826800 2.996700 -1.822000 -0.0144 0.0834 -0.0814
H -2.393800 3.806000 -1.209000 -0.1771 -0.3059 -0.2047
H -2.949500 3.374400 -2.853400 0.0631 -0.1209 0.3822
H -3.825700 2.754000 -1.418700 0.4135 0.0610 -0.1786
C -2.473000 0.685500 -2.760800 -0.0232 0.0109 -0.0516
H -1.832500 -0.211100 -2.762700 -0.2629 0.2750 -0.0544
H -3.492800 0.384400 -2.467800 0.3995 0.1175 -0.0997
H -2.511600 1.078400 -3.791100 0.0117 -0.1559 0.4019
C 3.340500 -0.572000 -0.858800 0.2245 -0.0260 -0.0078
H 3.601700 0.100400 -0.024600 -0.0025 -0.2079 -0.2766
H 4.087500 -1.389500 -0.875800 -0.3062 0.3676 0.0105
H 3.446700 -0.008100 -1.798300 -0.0457 -0.1805 0.3752
C 1.211800 -0.887700 -3.218300 0.0284 0.0885 -0.2490
H 1.765000 0.064000 -3.267400 -0.2220 -0.3351 0.0068
H 1.796600 -1.643900 -3.776500 -0.2673 0.3018 0.2652
H 0.255900 -0.744000 -3.746100 0.3490 -0.0555 0.1564
C -1.211400 -2.695200 -2.087200 -0.2520 -0.1091 -0.1112
H -1.338900 -2.204900 -3.065000 0.0481 -0.2406 0.3672
H -0.986000 -3.761900 -2.276600 -0.0580 0.4555 0.0681
H -2.176100 -2.659200 -1.553600 0.3978 -0.0085 -0.2386
C -0.725600 -3.186200 1.006900 -0.1119 -0.1906 0.0439
H -1.770200 -3.197700 0.655300 0.4092 0.0419 0.1540
H -0.362700 -4.232700 1.026500 -0.1608 0.4510 0.0068
H -0.726000 -2.809800 2.042500 -0.0101 -0.2087 -0.3531
C 2.151600 -1.972400 1.760500 0.1188 0.0386 0.1973
H 1.443400 -2.120400 2.590900 0.2454 -0.0422 -0.2537
H 2.821800 -2.852200 1.720900 -0.2740 0.3907 0.0763
H 2.764200 -1.089000 2.000000 -0.0757 -0.2877 -0.0547
C 0.568100 2.006900 -1.266700 0.3259 1.0586 -0.0254
C -0.492400 2.120900 -2.202800 0.3533 -0.1677 0.2495
C 1.884400 2.392600 -1.597500 -0.1188 0.1125 -0.5362
C -0.168400 2.545600 -3.504700 0.4198 -0.0560 -0.0612
H 0.308800 1.977900 -0.159600 0.1010 0.7805 -1.2549
C 2.177400 2.830500 -2.892000 -0.0915 -0.1932 0.3282
H 2.662800 2.347300 -0.830400 -0.2525 0.0789 -0.3017
C 1.146200 2.896200 -3.845800 -0.3663 -0.1317 0.2914
H -0.954400 2.618300 -4.263800 0.3064 0.0044 0.3277
H 3.197200 3.124700 -3.160100 -0.4218 -0.1262 0.1060
H 1.367200 3.237200 -4.863000 -0.0961 -0.1241 0.4289
C 2.886900 1.880400 3.635300 0.2297 0.6346 -0.3318
N 1.954300 0.840100 4.060800 -0.5819 -0.5344 0.0330
C 2.147100 -0.045100 5.057400 -0.3803 -1.7572 1.7180
C 1.001600 -0.802200 5.191800 2.0409 -0.1704 1.3624
N 0.104900 -0.386500 4.274800 0.6649 0.5942 -0.4252
C -1.255000 -0.906600 4.150500 -0.7170 -0.1925 0.0341
C 0.714300 0.603300 3.580900 0.4259 -0.4143 0.9068
Se -0.033900 1.601400 2.350800 -1.4307 1.4565 -2.8101
H 3.813800 1.849700 4.246500 -0.7625 -0.2470 -0.3263
H 2.415200 2.877500 3.769400 0.2702 -0.6784 -0.1818
H 3.147500 1.739900 2.565700 -0.2013 0.1118 0.6593
H 3.041000 -0.116100 5.663700 -0.1015 0.1418 -0.2674
H 0.829200 -1.583700 5.919700 -0.1502 0.1034 -0.2398
H -1.224600 -2.001500 3.992500 0.0883 0.6216 0.0428
H -1.812200 -0.715900 5.090300 0.4003 -0.0020 -0.5384
H -1.797000 -0.427300 3.312900 0.5491 -0.1971 0.4669

***

No. 2
66
Properties=species:S:1:pos:R:3:forces:R:3 method="wB97M-V/def2-TZVPD" relative_energy_kj_mol=474.4 e_lumo_ev="-4.0 / -4.0" largest_force_ev_per_a=5.5 orbital_gap_ha="0.23325 / 0.23335" energy_ev=-53647.25852 total_charge=+1
C 1.191537 -1.996282 0.762799 -0.2777 -0.3963 -1.5185
C 1.728960 -1.346883 -0.402925 -0.4977 -1.2270 -0.0825
C 0.774425 -1.490389 -1.484090 0.0033 -1.6366 0.7856
C -0.349969 -2.242616 -0.971143 1.4086 -0.6929 0.1219
C -0.107927 -2.500695 0.429167 0.9430 -0.1496 -0.9707
Ti -0.150633 -0.276720 0.065367 -1.4234 3.7379 0.2796
C -3.620771 1.076193 -1.137231 5.3546 1.4179 0.3061
C -3.008022 0.658627 0.036366 -0.7145 1.4132 -0.4219
H -2.670879 1.365236 0.828552 -1.1584 0.0431 -0.4281
C -2.484778 -0.632386 0.250716 1.4858 -1.5546 -0.4397
H -2.857122 -1.358332 -0.466211 0.0991 0.0117 0.1270
H -2.579046 -1.047262 1.249766 0.1205 0.1129 0.0724
C -3.461364 2.608010 -1.323488 -0.9565 0.7031 0.1863
H -2.757637 3.102757 -0.621438 -0.5984 -0.5462 0.0991
H -3.029099 2.886859 -2.300019 -0.5937 -0.3239 0.1410
H -4.433027 3.112960 -1.206256 0.3476 0.1028 -0.2483
C -3.028883 0.354022 -2.392061 -0.8916 -1.2234 -0.3804
H -2.033763 -0.146114 -2.236757 -0.7914 0.1811 0.4747
H -3.719066 -0.434398 -2.766818 0.5469 0.4269 -0.1035
H -2.766322 1.037452 -3.216090 -0.7897 -0.0561 0.3429
C 3.125147 -0.857705 -0.506075 0.3654 0.3153 -0.1084
H 3.428501 -0.348962 0.418318 0.0933 -0.1383 -0.2143
H 3.831266 -1.679841 -0.700387 -0.2955 0.0849 0.1957
H 3.230862 -0.153462 -1.328454 0.0204 -0.0656 0.0574
C 0.968401 -1.085141 -2.906310 0.0198 0.4660 -0.2103
H 1.498763 -0.127998 -2.956171 -0.0393 -0.1463 -0.1163
H 1.558591 -1.832769 -3.456317 -0.1918 0.1188 0.1979
H 0.006037 -0.952981 -3.417961 0.2721 -0.0699 0.0793
C -1.384826 -2.920274 -1.803516 -0.4458 -0.0005 -0.2044
H -1.490782 -2.435862 -2.779749 -0.0405 -0.1068 0.2067
H -1.101487 -3.969350 -1.987876 0.0792 0.3418 0.1156
H -2.366279 -2.937885 -1.320013 0.1997 -0.0770 -0.1607
C -0.935950 -3.353897 1.322336 -0.4286 -0.1163 0.2584
H -1.990073 -3.351000 1.021043 0.2394 -0.0402 0.0751
H -0.578837 -4.395939 1.292467 -0.0721 0.3112 -0.0253
H -0.878204 -3.019154 2.366942 0.0156 -0.1845 -0.2683
C 1.955564 -2.333409 1.992295 0.0534 0.3803 0.6488
H 1.304623 -2.379489 2.874425 0.1643 -0.0006 -0.1433
H 2.448976 -3.314676 1.893742 -0.2344 0.3134 -0.1131
H 2.739203 -1.593788 2.189039 -0.1179 -0.1506 0.0233
C 1.187539 1.665811 -0.973439 -2.8093 1.6150 1.0268
C 0.132142 2.439802 -1.642332 -0.1464 -3.7468 -1.3139
C 2.431896 2.054041 -1.488643 0.2185 -0.0990 -1.6816
C 0.178614 2.504122 -3.053941 0.0330 1.0969 1.8210
H -0.931891 2.605113 -1.466368 0.2278 -0.6500 1.7775
C 2.525405 2.537234 -2.840502 -0.3119 0.5905 0.5999
H 3.320508 1.983568 -0.835835 -0.2198 -0.2669 -0.8785
C 1.391087 2.654263 -3.686364 0.0360 -0.0819 0.1277
H -0.839400 2.537707 -3.420589 0.3610 0.5651 -1.1304
H 3.462397 2.939708 -3.192561 0.2739 -0.2382 -0.0532
H 1.298087 3.017239 -4.725065 1.0520 -0.5689 0.4884
C 2.822283 1.958220 3.991385 0.8625 0.4989 0.2530
C 1.591093 1.360138 3.467688 -1.2279 -0.4949 -0.1273
C 0.455949 0.907289 4.145312 0.0212 -0.2118 -0.5958
C -0.413771 0.370656 3.187327 2.0158 0.8928 -0.3311
N 0.164703 0.519766 1.955464 -0.3336 -0.0067 0.6368
N 1.359411 1.132040 2.168991 0.5743 0.0168 0.5113
C -1.704154 -0.256291 3.446112 -1.2020 -0.6130 0.4960
H 2.609329 2.914593 4.492095 0.0622 -0.2790 -0.1894
H 3.280826 1.297046 4.742058 -0.1545 0.1817 -0.2638
H 3.559497 2.141404 3.196399 -0.2198 -0.0337 0.2506
H 0.289436 0.937105 5.202359 -0.0362 0.0345 0.2311
H 1.979707 1.375590 1.393896 -0.6881 -0.1041 -0.0511
H -1.740092 -1.304213 3.104725 -0.0181 0.5033 0.0875
H -1.876628 -0.277638 4.534304 0.0569 0.0580 -0.4327
H -2.540051 0.299254 2.991570 0.2993 -0.2376 0.1041